(1)
# C13H19Cl2N5PdSSe2

C13H19Cl2N5PdSSe2 as an isolated structure (wB97M-V/def2-TZVPD, OMol25).

Structure (XYZ):
```
43
Properties=species:S:1:pos:R:3:forces:R:3
Pd -0.452084 -0.794195 2.078142 -0.035 -0.040 0.008
C 3.385554 -1.577036 -1.842535 -0.029 0.036 -0.029
C 2.838057 -2.321267 -0.690345 0.047 0.310 0.116
N 2.769973 -3.615544 -0.552190 0.050 -0.190 -0.109
N 2.175312 -3.775192 0.658975 -0.045 -0.006 0.076
C 1.863420 -2.611989 1.261553 0.102 -0.081 -0.325
S 1.127289 -2.438161 2.784436 -0.229 0.161 0.201
N 2.314926 -1.676172 0.399242 -0.069 -0.006 0.270
N 2.306109 -0.300857 0.556387 0.407 -0.339 0.494
H 3.920725 -2.261672 -2.497400 -0.007 -0.008 -0.023
H 4.039893 -0.776399 -1.494829 0.003 -0.019 0.043
H 2.569021 -1.096590 -2.387081 0.055 -0.027 -0.053
H 1.906160 -4.679219 0.994916 0.009 -0.009 -0.009
H 1.837324 -0.149570 1.456765 0.054 -0.020 -0.192
H 1.628364 0.205416 -0.286663 -0.378 0.357 -0.613
C -4.354201 -0.053427 5.004474 -0.073 0.021 0.054
Se -2.592595 -0.328423 4.160675 0.069 -0.051 -0.005
C -2.480894 1.504091 3.496017 -0.050 0.082 -0.145
C -2.911139 1.625723 2.039770 0.062 -0.030 0.127
Se -1.552692 0.950072 0.788338 0.078 -0.039 0.107
C -0.392365 2.505511 0.955238 0.003 -0.024 0.033
H -4.300723 0.670649 5.818261 0.014 0.000 -0.004
H -4.675707 -1.014254 5.405509 0.005 -0.004 -0.005
H -5.085335 0.279426 4.267255 0.018 -0.007 -0.013
H -1.444273 1.815645 3.610778 0.004 -0.013 0.012
H -3.099820 2.121674 4.154306 -0.010 -0.040 0.024
H -3.095525 2.671313 1.777938 -0.006 -0.004 -0.023
H -3.823379 1.054582 1.860188 -0.017 0.024 -0.016
H -0.974942 3.395870 0.714805 0.029 0.021 -0.022
H 0.390718 2.330657 0.204251 -0.042 0.007 -0.037
H 0.023506 2.566875 1.959674 -0.038 -0.004 0.004
Cl -0.182570 -1.723388 -1.822746 0.040 0.058 -0.073
C 0.276356 -0.497519 -3.019732 -0.161 -0.112 0.102
C 0.024927 -0.785731 -4.336766 0.043 0.107 0.003
C 0.262498 0.159018 -5.343183 -0.013 0.013 -0.055
C 0.734604 1.418188 -4.936326 0.007 -0.106 0.088
C 0.977097 1.692962 -3.617473 -0.003 0.099 0.041
Cl 1.567870 3.319522 -3.233456 -0.035 -0.048 0.009
C 0.803109 0.773250 -2.463683 -0.022 -0.006 -0.034
N 1.063122 1.042318 -1.248015 0.166 -0.042 0.001
H -0.379195 -1.762352 -4.583247 -0.001 -0.004 -0.012
H 0.069197 -0.062542 -6.385402 0.007 -0.001 0.008
H 0.922306 2.198740 -5.666820 -0.009 -0.014 -0.024
```
Forces are in eV/Å.

Values from the calculation:
HOMO-LUMO gap ... 3.5 eV
Charge ... -2
Electronic energy ... -191289.95882 eV
Energy relative to the best compared isomer or geometry (same formula, charge and spin) ... 0.00 kcal/mol
LUMO level ... 3.984 eV

=====

(2)
# C13H19ClHfOSi

C13H19ClHfOSi as an isolated structure in a non-equilibrium geometry (wB97M-V/def2-TZVPD, OMol25).

Structure (XYZ):
```
36
Properties=species:S:1:pos:R:3:forces:R:3
C 1.245341 1.971641 1.999022 2.235 -3.073 -1.699
C 1.703084 2.048952 0.573369 1.725 -0.239 2.177
C 1.960519 0.719131 0.085482 -0.780 0.546 0.638
H 2.166136 2.986315 0.192925 -1.051 -0.856 -0.092
C 1.575623 -0.231185 1.088824 -0.169 0.470 0.648
C 1.107219 0.493018 2.251009 2.871 0.907 0.104
H 0.830382 0.041062 3.201142 -0.014 0.164 -0.297
H 1.392702 2.735695 2.729810 -0.504 0.366 0.247
H 2.395436 0.430015 -0.887825 -0.693 0.367 0.566
H 1.685619 -1.349203 0.974908 -0.614 1.537 0.132
Hf -0.557258 1.229207 0.956517 -2.420 -0.777 -4.466
Cl -1.400935 3.430951 0.546021 -0.209 -0.419 0.258
C -1.500977 -1.158835 -1.880450 0.941 -0.502 0.138
C -0.592131 -2.257452 -1.964148 -0.230 1.617 0.397
C 0.599713 -1.804421 -2.585593 -1.169 1.700 -0.304
H -0.725921 -3.221095 -1.528990 -0.167 -0.498 0.228
C 0.390021 -0.454284 -3.018316 0.020 -1.009 1.067
C -0.891377 -0.039004 -2.555862 0.377 0.254 0.980
H -1.371082 0.940754 -2.642065 0.182 -0.371 -0.407
H -2.470513 -1.118820 -1.383315 0.173 -0.235 -0.344
H 1.549915 -2.296760 -2.599912 0.201 -0.484 -0.397
H 1.134050 0.131561 -3.526474 0.016 0.270 -0.152
C -4.357761 -0.217247 1.343247 0.187 -0.043 0.272
Si -2.878629 -0.543336 2.485023 -1.268 0.090 0.225
C -2.621539 0.778349 3.825228 -0.122 -0.341 -0.005
C -2.998370 -2.272230 3.211906 0.317 -0.602 0.157
O -1.533844 -0.311428 1.549924 -0.259 0.121 0.357
H -5.344692 -0.251198 1.812045 0.147 -0.117 0.181
H -4.360523 -0.953128 0.534969 0.065 -0.046 0.044
H -4.291630 0.760749 0.868805 0.143 0.175 -0.046
H -3.408590 0.818591 4.587693 0.145 -0.022 -0.133
H -1.669906 0.566054 4.329461 -0.139 -0.014 0.056
H -2.537399 1.784075 3.398487 -0.093 0.026 -0.089
H -3.069538 -3.025000 2.399615 0.019 0.435 0.312
H -2.061325 -2.507418 3.755936 -0.396 0.094 -0.180
H -3.838849 -2.488766 3.915644 0.534 0.511 -0.572
```
Forces are in eV/Å.

Values from the calculation:
HOMO-LUMO gap (alpha / beta) ... 5.0 / 5.0 eV
Charge ... 0
Electronic energy ... -37544.42487 eV
LUMO level (alpha / beta) ... -1.430 / -1.431 eV

=====

(3)
# C13H19ClOSiSn

C13H19ClOSiSn as an isolated structure in a non-equilibrium geometry (wB97M-V/def2-TZVPD, OMol25).

Structure (XYZ):
```
36
Properties=species:S:1:pos:R:3:forces:R:3
C -2.249300 -0.969009 -1.315420 -1.206 1.367 -1.118
C -1.621505 -1.162988 -2.599716 -1.591 1.718 -0.356
C -1.400664 0.147661 -3.186671 -3.177 -0.039 0.186
H -1.355895 -2.114293 -3.043235 0.092 0.139 0.152
C -1.852627 1.150691 -2.223499 -1.446 -1.539 -1.489
C -2.383992 0.455907 -1.084432 -1.196 -1.171 -1.444
H -2.772535 0.910716 -0.181511 0.260 -0.081 -0.079
H -2.521985 -1.747519 -0.615110 0.287 0.166 -0.077
H -0.940048 0.350564 -4.143572 0.099 -0.026 0.233
H -1.768123 2.223700 -2.340054 0.101 -0.148 0.048
Sn -0.021414 -0.010284 -1.238007 0.720 -0.711 4.435
Cl 0.179598 -2.219771 0.220551 0.294 -3.246 0.002
C 2.346452 0.098421 -0.949571 1.565 0.252 -1.999
C 1.972111 1.354147 -1.562736 1.119 -1.217 -1.290
C 1.492461 1.068702 -2.902481 2.132 -0.797 0.247
H 1.987285 2.326498 -1.082388 -0.101 -0.210 -0.050
C 1.575911 -0.361961 -3.116062 1.885 1.190 0.903
C 2.115648 -0.963056 -1.910913 0.968 1.883 -0.745
H 2.265419 -2.021155 -1.738941 -0.190 0.228 0.072
H 2.697038 -0.031498 0.064073 -0.242 -0.038 -0.087
H 1.071646 1.797160 -3.585643 -0.054 -0.140 0.110
H 1.247552 -0.904143 -3.993210 -0.074 0.080 0.111
C -1.521734 0.905407 3.077304 0.000 0.117 1.066
Si 0.000589 -0.007002 2.495350 -0.061 0.367 -2.848
C 1.527620 0.893364 3.087575 -0.020 0.112 0.966
C -0.014812 -1.715791 3.306988 0.022 0.320 0.414
O -0.018290 0.209169 0.884631 -0.135 1.436 3.090
H -1.522888 0.962585 4.176618 -0.280 0.102 -0.002
H -2.416204 0.380306 2.747404 -0.120 -0.006 -0.063
H -1.512922 1.917334 2.670848 -0.051 -0.014 -0.060
H 1.520787 0.952756 4.186883 0.259 0.085 -0.023
H 2.421757 0.362494 2.766152 0.124 -0.001 -0.055
H 1.529680 1.905732 2.679891 0.055 -0.039 -0.053
H -0.906271 -2.268600 3.010416 0.122 -0.095 -0.108
H 0.878770 -2.278287 3.036986 -0.134 -0.078 -0.125
H -0.029122 -1.597951 4.401488 -0.023 0.037 0.036
```
Forces are in eV/Å.

Values from the calculation:
HOMO-LUMO gap ... 3.8 eV
Charge ... -2
Electronic energy ... -42065.66874 eV
Energy relative to the best compared isomer or geometry (same formula, charge and spin) ... 79.34 kcal/mol
LUMO level ... 5.675 eV